This record from the Open Molecules 2025 dataset describes a 10-piece molecular cluster, C20H33Cl6N7 overall at a distorted geometry. The level of theory is wB97M-V/def2-TZVPD.

Output
E_HOMO ... -10.581 eV
SMILES string ... ClCCCl.ClCCCl.ClCCCl.CC#N.CC#N.CC#N.CC#N.CC#N.CC#N.CC#N
Electronic energy ... -106837.744 eV
Max |F| ... 0.10292 hartree/bohr
Kohn-Sham gap ... 10.6 eV
Charge ... 0
Energy above the lowest of the compared OMol25 structures with the same formula, charge and spin ... 11.5 kcal per mole

Positions of all 66 atoms, in Å:
C (-5.081302, 1.266393, 0.818377)
C (-4.728408, 2.535133, 1.385198)
N (-4.477431, 3.557796, 1.850884)
H (-4.503028, 1.351401, -0.101664)
H (-6.166462, 1.292556, 0.719211)
H (-4.668636, 0.450561, 1.411871)
C (-0.914264, -3.744003, 1.801207)
C (-1.907877, -4.145403, 2.841314)
N (-2.587208, -4.482567, 3.685028)
H (-1.454052, -3.106616, 1.100878)
H (-0.544108, -4.718571, 1.482909)
H (0.001125, -3.259288, 2.140640)
C (2.554079, -0.623514, -3.735842)
C (1.406266, -0.989236, -4.546077)
N (0.521790, -1.310598, -5.210120)
H (2.850640, -1.288610, -2.924787)
H (2.361172, 0.387866, -3.378072)
H (3.451715, -0.559401, -4.350853)
C (-0.785497, 3.722840, -1.048556)
C (-2.194121, 3.980119, -1.494876)
N (-3.271945, 4.109102, -1.870904)
H (-0.440523, 2.865256, -1.626156)
H (-0.700983, 3.377753, -0.018083)
H (-0.067460, 4.512412, -1.270165)
C (-0.757828, -5.726671, -2.822273)
C (-0.116203, -4.480920, -2.452187)
N (0.435416, -3.503445, -2.202484)
H (-0.586223, -5.893811, -3.885627)
H (-1.835519, -5.683356, -2.664803)
H (-0.180325, -6.465471, -2.266596)
C (-0.923314, -1.527358, 5.258484)
C (-1.178595, -1.081660, 3.914593)
N (-1.435290, -0.683013, 2.820994)
H (-1.046423, -0.739252, 6.001337)
H (0.125247, -1.777883, 5.419253)
H (-1.554300, -2.388358, 5.479055)
C (-2.108010, 0.891539, -4.822313)
C (-0.920797, 1.767982, -4.689254)
N (0.014033, 2.451121, -4.525778)
H (-1.816676, -0.122363, -5.096576)
H (-2.968994, 1.334838, -5.322602)
H (-2.498710, 0.869457, -3.804989)
Cl (2.370797, 6.543999, 1.215854)
C (3.338450, 5.043286, 1.221296)
C (2.413322, 3.920212, 1.891711)
Cl (2.132493, 4.422065, 3.526099)
H (4.320608, 5.274802, 1.633429)
H (3.473209, 4.761478, 0.177018)
H (2.804503, 2.902859, 1.900139)
H (1.453204, 3.811765, 1.387217)
Cl (0.991124, 1.275259, 0.094447)
C (0.401615, -0.418460, -0.270007)
C (-0.626967, -0.530359, -1.352924)
Cl (-2.047793, 0.544773, -1.137414)
H (-0.187716, -0.580740, 0.632466)
H (1.306921, -1.021005, -0.343885)
H (-1.055386, -1.530453, -1.419162)
H (-0.090912, -0.427352, -2.296400)
Cl (4.920340, -0.998289, 0.880261)
C (3.845903, -0.236821, 2.130714)
C (3.548814, -1.166849, 3.351293)
Cl (2.357947, -2.396753, 2.989146)
H (2.973785, 0.016004, 1.527721)
H (4.359596, 0.696109, 2.362767)
H (3.228753, -0.650240, 4.256163)
H (4.466416, -1.678048, 3.642455)

Cartesian forces (eV/Å) of the 6 atoms listed first:
C 0.609 0.470 -0.261
C 0.243 1.389 1.519
N -0.016 -0.383 -0.252
H -0.643 -0.799 -0.594
H 0.167 -0.615 -0.376
H -0.330 -0.015 -0.012

These are the Löwdin partial charges, in e, on atoms 1 to 2: C -0.08; C -0.32

This record from the Open Molecules 2025 dataset describes a 3-piece molecular cluster, C23H37IN2O6S overall at a distorted geometry. The level of theory is wB97M-V/def2-TZVPD.

Output
E_HOMO ... -7.887 eV
SMILES string ... C=C[C@H]1OS(=O)(=O)[C@@H](Cc2ccccc2C)[C@H](O)[C@H]1CCCI.CNC(C)=O.CNC(C)=O
Electronic energy ... -58642.243 eV
Max |F| ... 0.14620 hartree/bohr
Kohn-Sham gap ... 7.6 eV
Charge ... 0

Positions of all 70 atoms, in Å:
C (-4.829828, -2.868317, 1.202191)
C (-3.793267, -3.803589, 0.786312)
C (-2.221626, -3.502557, 1.049278)
O (-1.351936, -4.508988, 0.432146)
S (0.084906, -4.484835, 1.288462)
O (-0.096145, -5.203704, 2.619582)
O (1.120078, -5.300561, 0.529409)
C (0.658744, -2.755549, 1.626947)
C (1.861633, -2.375218, 0.604059)
C (2.462584, -0.921580, 0.846075)
C (1.954970, 0.305108, 0.003396)
C (2.466967, 1.755931, 0.201237)
C (3.530899, 2.062489, 1.285656)
C (4.071140, 0.853126, 2.116840)
C (3.563229, -0.618956, 1.904679)
C (4.206245, -1.770556, 2.803298)
C (-0.503738, -1.653626, 1.715916)
O (-0.908864, -1.604146, 3.130684)
C (-1.802957, -1.990284, 0.780997)
C (-1.410199, -1.587656, -0.707167)
C (-1.971665, -2.498637, -1.892434)
C (-0.740336, -3.399461, -2.440522)
I (-1.380147, -5.250581, -3.387339)
H (-5.422161, -2.237687, 0.445742)
H (-5.074471, -2.673516, 2.311392)
H (-4.167748, -4.753102, 0.266894)
H (-2.097861, -3.672246, 2.193481)
H (1.154895, -2.784726, 2.670497)
H (1.574198, -2.518911, -0.498881)
H (2.707784, -3.140196, 0.791942)
H (1.172961, 0.099007, -0.801965)
H (2.045079, 2.587355, -0.460348)
H (3.903220, 3.139127, 1.432392)
H (4.851577, 1.073113, 2.916201)
H (5.282119, -1.508027, 3.136769)
H (3.593193, -1.886892, 3.757522)
H (4.305206, -2.777884, 2.245134)
H (-0.171410, -0.594655, 1.433862)
H (-1.018428, -0.647689, 3.316225)
H (-2.625558, -1.285563, 1.174695)
H (-1.818121, -0.519697, -0.887945)
H (-0.269425, -1.487956, -0.870022)
H (-2.919819, -3.086830, -1.672586)
H (-2.232318, -1.784766, -2.764557)
H (-0.028365, -3.604595, -1.553378)
H (-0.129104, -2.710531, -3.140457)
C (3.376958, 6.871129, 1.620941)
C (4.237393, 6.467462, 0.453873)
O (3.876020, 5.626586, -0.359473)
N (5.451125, 7.066798, 0.315181)
C (6.056550, 8.073924, 1.159661)
H (2.444282, 6.306971, 1.593710)
H (3.888291, 6.648168, 2.560056)
H (3.138657, 7.935371, 1.562029)
H (5.967754, 6.743064, -0.490391)
H (6.258557, 8.956868, 0.549151)
H (7.002136, 7.680096, 1.538982)
H (5.417623, 8.350121, 1.995816)
C (-6.143410, 0.596042, -2.454975)
C (-4.759773, 0.124561, -2.812066)
O (-3.860165, 0.061772, -1.982073)
N (-4.519952, -0.238890, -4.100514)
C (-5.437984, -0.237357, -5.219180)
H (-6.176099, 0.848673, -1.394789)
H (-6.396555, 1.488870, -3.030759)
H (-6.871055, -0.196340, -2.643851)
H (-3.570072, -0.543046, -4.260878)
H (-5.502903, -1.255001, -5.610441)
H (-5.032499, 0.416462, -5.994464)
H (-6.431012, 0.106715, -4.937859)

Cartesian forces (eV/Å) of the 6 atoms listed first:
C 1.319 -0.897 0.126
C -1.008 1.547 -0.015
C -2.191 -0.408 3.097
O 1.377 1.665 1.002
S 2.722 -6.600 2.356
O -0.634 3.130 -3.267

These are the Löwdin partial charges, in e, on atoms 1 to 2: C -0.03; C -0.06

This record from the Open Molecules 2025 dataset describes a 10-piece molecular cluster, C4H30NO11 overall at a distorted geometry. The level of theory is wB97M-V/def2-TZVPD.

Output
E_HOMO ... -13.685 eV
Electronic energy ... -28638.858 eV
Max |F| ... 0.18453 hartree/bohr
Kohn-Sham gap ... 10.9 eV
Charge ... +1
Energy above the lowest of the compared OMol25 structures with the same formula, charge and spin ... 100.5 kcal per mole

Positions of all 46 atoms, in Å:
C (0.039655, 2.123056, 0.444836)
O (0.082757, 3.310954, 1.201604)
C (0.901506, 0.927686, 0.752944)
C (0.457266, -0.330584, -0.105324)
C (-0.959457, -0.767342, -0.074635)
O (1.255192, -1.320439, 0.577336)
N (0.477790, 0.411976, 2.165636)
H (-1.031478, 1.803477, 0.677645)
H (0.037277, 2.466860, -0.637566)
H (0.832093, 3.812460, 0.894243)
H (2.026025, 1.081910, 0.775692)
H (0.859919, -0.278286, -1.194266)
H (-1.745116, -0.043934, -0.378503)
H (-1.306494, -1.145798, 0.859816)
H (-0.975965, -1.765319, -0.591549)
H (2.003192, -1.595581, -0.037631)
H (0.910471, 0.970140, 2.852202)
H (0.886558, -0.577440, 2.412085)
H (-0.600484, 0.420352, 2.226746)
H (2.986630, -1.061403, 1.705610)
H (3.689595, -0.713901, 3.043586)
O (3.161833, -0.351330, 2.383211)
H (0.820105, -2.244964, -2.439943)
H (-0.053542, -3.446209, -2.131146)
O (-0.019407, -2.590623, -2.428187)
H (2.300700, -0.125946, -3.900531)
H (1.592866, 0.536435, -2.617585)
O (1.684435, -0.199566, -3.154270)
H (0.181504, -3.679488, 2.646228)
H (0.009426, -2.725853, 1.492161)
O (0.008364, -2.756866, 2.545352)
H (-3.002127, 1.576615, -1.683203)
H (-2.155489, 1.736049, -2.740262)
O (-2.656614, 2.209849, -2.246378)
H (-0.836722, -0.828916, -3.215459)
H (-2.299642, -0.864320, -3.280073)
O (-1.677365, -0.371034, -2.990366)
H (-3.069233, 0.825234, 2.150715)
H (-3.032999, -0.429819, 2.959614)
O (-2.456036, 0.084678, 2.402951)
H (-3.717394, 2.819681, 0.379152)
H (-3.044066, 3.607085, 1.604814)
O (-3.604128, 2.832989, 1.361192)
H (3.600021, -1.870751, -1.618288)
H (4.058209, -0.396430, -1.653302)
O (3.380370, -1.075345, -1.396906)

Cartesian forces (eV/Å) of the 6 atoms listed first:
C -2.947 0.726 -1.042
O 0.771 -0.391 0.768
C -0.512 -1.008 0.619
C 2.816 0.994 -0.966
C -1.225 -1.379 -0.409
O 1.290 -1.776 -2.029

These are the Löwdin partial charges, in e, on atoms 1 to 2: C -0.23; O -0.04

This record from the Open Molecules 2025 dataset describes one molecule with the formula C2H4N2O2 at a distorted geometry. The level of theory is wB97M-V/def2-TZVPD.

Output
E_HOMO ... -9.297 eV
SMILES string ... N/N=C\OC=O
Electronic energy ... -9211.340 eV
Max |F| ... 0.10875 hartree/bohr
Kohn-Sham gap ... 10.1 eV
Charge ... 0
Energy above the lowest of the compared OMol25 structures with the same formula, charge and spin ... 89.5 kcal per mole

Positions of all 10 atoms, in Å:
C (0.680730, 0.274172, -0.140365)
C (0.524960, -1.893702, 0.593029)
H (-1.316263, 2.837316, -0.737454)
H (-1.758441, 1.080678, -0.455012)
H (1.481502, 0.185329, 0.511592)
H (-0.140641, -2.712725, 0.448914)
N (-1.159786, 1.764295, -0.942255)
N (0.167733, 1.470657, -0.391166)
O (0.102794, -0.921715, -0.227010)
O (1.417410, -2.084303, 1.339727)

Cartesian forces (eV/Å) of the 6 atoms listed first:
C -2.520 4.972 -0.450
C -1.316 -2.655 -0.413
H 0.201 -3.326 -0.147
H -0.410 1.134 -0.430
H 2.208 0.817 0.541
H -1.142 -0.740 -0.443

These are the Löwdin partial charges, in e, on atoms 1 to 2: C -0.21; C -0.35

This record from the Open Molecules 2025 dataset describes C40H45IN2OP2Pd as an isolated structure. The level of theory is wB97M-V/def2-TZVPD.

Output
E_HOMO (spin up / spin down) ... -12.485 / -12.850 eV
Electronic energy ... -77377.030 eV
Spin multiplicity ... 5
Max |F| ... 0.01738 hartree/bohr
Kohn-Sham gap (spin up / spin down) ... 6.3 / 5.2 eV
Charge ... +2

Positions of all 92 atoms, in Å:
Pd (0.744944, -0.501104, 0.082860)
C (3.539427, 0.157254, 1.035331)
N (2.961677, 0.037896, -0.310449)
C (3.186321, 1.265280, -1.088510)
C (3.440172, -1.154784, -1.013153)
C (2.796753, -2.403788, -0.459582)
C (3.199032, -3.632008, -0.860776)
C (2.458369, -4.900181, -0.573482)
C (0.394915, -5.333965, 0.907430)
C (-0.195947, -3.965983, 1.084462)
C (1.675202, -2.272374, 0.389571)
H (4.587602, 0.468037, 0.975795)
H (3.497285, -0.800528, 1.553257)
H (2.971134, 0.884043, 1.610355)
H (4.213376, 1.620948, -0.957562)
H (2.486368, 2.030538, -0.764380)
H (3.007663, 1.072461, -2.140829)
H (4.531858, -1.244794, -0.950773)
H (3.173891, -1.045999, -2.064302)
H (4.055994, -3.699642, -1.530358)
H (3.172230, -5.722126, -0.599960)
H (-0.059048, -6.279582, 0.647701)
H (-0.788824, -3.842269, 1.987260)
O (0.741463, 1.783109, 0.985145)
C (0.557930, 3.007976, 0.949975)
C (-0.842493, 3.578584, 0.862704)
C (-1.104353, 4.612161, -0.267494)
C (0.061420, 4.795522, -1.241325)
C (1.176972, 5.660917, -0.645821)
C (1.446859, 5.315071, 0.813776)
N (1.581191, 3.870068, 1.021457)
H (-1.071544, 4.013875, 1.840193)
H (-1.490553, 2.713684, 0.742644)
H (-1.355324, 5.579376, 0.171604)
H (-1.987274, 4.290541, -0.817451)
H (-0.300125, 5.256065, -2.160506)
H (0.456220, 3.816222, -1.532570)
H (0.897567, 6.715806, -0.695412)
H (2.093059, 5.546451, -1.229140)
H (0.641961, 5.677875, 1.453427)
H (2.362477, 5.781272, 1.170345)
H (2.504116, 3.464148, 1.051161)
I (0.173856, 0.059523, -2.400891)
C (-3.638478, -2.819115, -0.133377)
P (-2.019829, -1.907988, 0.131324)
C (-0.860153, -3.319371, -0.103535)
C (-0.552219, -3.582022, -1.380904)
C (0.306939, -4.614512, -2.016007)
C (1.508629, -5.133309, -1.747871)
C (1.815298, -4.848484, 0.821763)
C (1.285190, -3.435075, 1.220844)
C (-2.060994, -1.616932, 1.929794)
C (-2.564435, -2.498757, 2.892408)
C (-2.496418, -2.191407, 4.240712)
C (-1.913244, -0.996507, 4.655370)
C (-1.428958, -0.101521, 3.714060)
C (-1.519652, -0.403941, 2.359884)
P (-5.108352, -1.828802, 0.166043)
C (-6.391765, -2.248322, -0.931826)
C (-7.699565, -1.839276, -0.579141)
C (-8.762885, -2.172911, -1.389918)
C (-8.538144, -2.890622, -2.563238)
C (-7.248282, -3.266232, -2.940464)
C (-6.174353, -2.931963, -2.147236)
C (-5.696113, -1.942677, 1.849506)
C (-6.187526, -3.171107, 2.301040)
C (-6.621739, -3.278212, 3.611495)
C (-6.584782, -2.167870, 4.453156)
C (-6.110566, -0.948093, 3.993241)
C (-5.656890, -0.831915, 2.686442)
H (-3.720461, -3.730865, 0.467418)
H (-3.632161, -3.089276, -1.187535)
H (-1.036383, -2.955367, -2.129013)
H (-0.116588, -4.960672, -2.954932)
H (1.889727, -5.830530, -2.485376)
H (2.511792, -5.288152, 1.537985)
H (1.525490, -3.183478, 2.258280)
H (-3.011162, -3.443849, 2.595921)
H (-2.896675, -2.882696, 4.971260)
H (-1.845347, -0.765549, 5.711183)
H (-0.988566, 0.837652, 4.024563)
H (-1.200364, 0.341047, 1.639559)
H (-7.867946, -1.279463, 0.331773)
H (-9.765980, -1.875724, -1.117516)
H (-9.374745, -3.150516, -3.199280)
H (-7.091175, -3.815917, -3.858682)
H (-5.178609, -3.208791, -2.462818)
H (-6.240508, -4.029689, 1.640762)
H (-7.003720, -4.223366, 3.973890)
H (-6.936901, -2.257885, 5.472797)
H (-6.091869, -0.087136, 4.647852)
H (-5.273328, 0.116357, 2.328343)

Cartesian forces (eV/Å) of the 6 atoms listed first:
Pd 0.623 0.418 0.486
C 0.073 -0.020 -0.021
N -0.203 -0.013 0.111
C 0.095 0.012 0.035
C 0.176 0.005 -0.110
C 0.178 0.124 0.423

These are the Löwdin partial charges, in e, on atoms 1 to 2: Pd 0.58; C -0.06